(1)
Density functional theory data (wB97M-V/def2-TZVPD) for a cluster of 2 separate species, C23H26BNO6 in total at a distorted geometry.

XYZ file:
```
57
Properties=species:S:1:pos:R:3:forces:R:3
H -4.2618 -5.2752 0.5438 0.227 0.559 0.066
H -4.5561 2.7762 0.6254 0.160 0.112 -0.300
C -1.1461 -1.5955 1.0186 0.064 0.142 -0.403
C 2.5791 -0.0474 0.9865 -1.998 -1.383 -0.092
C 0.5492 4.6788 0.0256 0.282 -1.296 -0.144
H 5.3636 0.6108 1.4001 -0.155 -0.358 -0.276
H 5.4397 -2.9999 0.2627 -0.242 -0.091 0.254
O -1.9647 2.6751 0.3385 -1.597 1.291 -1.465
C 2.4840 -4.6415 0.8634 -0.585 0.632 0.706
C -3.4782 -3.1969 0.5693 0.380 0.287 0.480
C -3.4609 -2.1905 1.5561 0.258 -0.058 -0.158
C 0.2170 1.6871 -3.9329 0.254 -0.310 -0.168
H 0.0984 -0.2829 0.0682 -0.728 1.101 -0.756
O -0.5070 5.1682 -0.7623 0.199 -0.543 0.101
C -2.3919 -3.2227 -0.3127 0.205 0.337 0.049
H 4.8020 0.8286 -0.2706 0.140 -0.410 0.192
H -5.0738 -4.1398 -0.5172 -0.055 -0.039 0.162
H -2.4656 -3.8159 -1.2217 0.165 -0.184 0.231
H 2.0056 5.5725 1.3146 -0.118 -0.050 -0.018
H -5.3590 -4.0775 1.2360 0.212 0.078 -0.204
H 1.0491 2.2822 -4.3409 -0.453 -0.240 0.029
H -4.7606 3.1419 -1.1236 0.028 0.230 0.189
H 0.5694 -3.6906 1.3963 0.497 -0.127 -0.263
C -4.2198 3.4035 -0.2088 -0.010 -0.389 0.250
O -2.3467 3.8531 -1.6100 0.149 -0.015 0.606
O -0.6080 1.4930 -1.6773 0.976 1.598 -1.923
H 0.4916 0.6223 -3.8588 -0.017 0.525 0.092
H -2.2844 -0.6618 2.5977 -0.201 -0.382 -0.429
H -0.4393 -2.4358 -0.8238 -0.320 -0.100 0.206
O -0.1414 3.5927 -2.5131 -0.473 -0.270 0.132
C 1.6328 -3.5638 1.1654 0.544 -0.822 -0.141
O 0.7638 3.4961 0.2041 -0.340 2.406 -0.380
H -0.6632 1.7279 -4.5995 0.411 0.249 0.197
C 1.3214 5.8545 0.5162 0.246 -0.010 0.388
C -1.2657 -2.4199 -0.1051 -0.219 -0.505 0.022
C 3.5799 -2.0698 0.8777 -1.040 0.938 -0.284
H -4.3979 4.4517 0.0652 -0.009 -0.197 -0.285
C -0.2013 2.1984 -2.5859 -1.041 -1.048 1.107
C 1.5408 -0.9976 1.1304 1.759 0.367 0.966
H 2.0724 -5.6489 0.8401 0.164 0.161 0.069
B -1.0255 4.2666 -1.6653 0.560 -1.982 0.522
C 2.1761 -2.2791 1.1584 0.830 0.695 -0.845
H 1.9198 6.2256 -0.3251 -0.259 0.116 0.144
C -4.5907 -4.2238 0.4649 -0.354 0.209 -0.295
C 3.8542 -4.4369 0.6328 -0.050 0.562 -0.307
H 4.4798 -5.3088 0.4627 0.011 0.226 -0.128
H 0.6156 6.6183 0.8599 0.317 -0.031 -0.174
N 3.7744 -0.6720 0.7769 0.523 -1.220 0.319
C -2.7425 3.2218 -0.4182 0.804 -0.245 1.145
C 4.4014 -3.1455 0.5700 0.317 -0.609 0.186
H -4.3842 -1.9656 2.0982 0.399 -0.304 0.137
C -2.3108 -1.4138 1.7941 0.554 -0.195 -0.050
C 5.0019 0.0693 0.5056 -0.091 0.037 0.161
H 2.5201 1.0337 0.9522 -0.095 -0.122 -0.069
H 5.7914 -0.6118 0.1652 -0.290 0.197 0.054
C 0.0846 -0.6650 1.0607 -0.890 0.507 0.723
H -0.1323 0.1464 1.7691 -0.007 -0.026 -0.329
```
Positions in Å, forces in eV/Å.

Net charge   0
Spin multiplicity   1



(2)
Density functional theory data (wB97M-V/def2-TZVPD) for a cluster of 2 separate species, C3H12N4O in total at a distorted geometry.

XYZ file:
```
20
Properties=species:S:1:pos:R:3:forces:R:3
H -1.1553 -2.3270 2.0209 -0.024 -0.113 0.106
N -0.6693 0.2690 1.7053 -0.027 0.014 0.319
N -0.8269 -0.1950 -0.6667 -0.010 -0.522 0.560
H -1.6298 0.5858 1.7695 0.015 -0.064 -0.044
H -0.6455 -0.8999 -1.3761 -0.253 -0.062 0.113
H 1.4482 -0.2728 0.2878 -2.403 -2.959 1.196
H 2.5307 1.5014 0.5889 -0.303 -0.583 0.613
O 0.8005 -1.1821 0.6537 2.518 1.872 -0.926
C -0.4962 -0.7741 0.7121 -1.181 0.926 -1.142
H 2.8512 0.8189 -1.0641 -0.183 -0.353 -0.099
H -0.2553 1.8205 -2.1887 0.099 0.031 0.083
N 0.9658 1.6518 -0.6786 2.105 -0.049 0.153
H 1.3013 1.2720 -2.6350 -0.066 0.059 0.239
C -1.4226 -1.9483 1.0383 0.462 0.081 0.186
H -2.4719 -1.6429 1.0551 0.109 0.061 -0.076
H -1.2826 -2.7425 0.3059 -0.040 0.042 -0.032
H -0.0916 1.0716 1.4775 -0.118 -0.075 -0.096
N 0.7311 1.7985 -1.9705 0.004 -0.391 0.093
C 2.1041 1.0610 -0.3020 -0.719 2.399 -1.331
H -1.7858 0.1340 -0.7334 0.012 -0.315 0.086
```
Positions in Å, forces in eV/Å.

Net charge   0
Spin multiplicity   1



(3)
Density functional theory data (wB97M-V/def2-TZVPD) for a cluster of 6 separate species, C52H65ClF40IN4O8S in total at a distorted geometry.

XYZ file:
```
172
Properties=species:S:1:pos:R:3:forces:R:3
N 3.8595 0.4354 -2.6735 -0.696 0.868 -1.021
C 15.6351 -5.3109 -4.1688 -0.337 -0.730 -0.636
F 12.8895 -0.9748 -3.3274 0.067 -0.290 0.361
H 3.4585 1.6183 -5.0536 -0.468 1.247 2.482
F -3.2810 6.5040 2.6979 -0.195 0.357 -0.591
F -5.9885 8.7959 2.6266 0.243 -0.697 -0.121
F -6.1420 3.0596 4.2540 -0.133 -0.338 0.861
H 2.5516 4.1762 0.6602 0.084 -2.382 -1.168
H -2.5015 -3.1078 -2.1348 1.760 1.558 0.012
C -5.0020 10.9477 4.7811 -0.766 0.016 0.772
H 6.4449 -1.0043 -5.5778 1.672 2.018 -0.103
H -1.9699 8.4138 2.8977 -0.288 -0.031 0.219
F -11.3199 -3.0866 5.1239 0.408 -0.300 -0.414
C 4.4895 1.7461 -3.1291 0.862 -1.867 -1.076
H 5.1659 -1.1040 -3.4324 -2.459 0.871 -0.364
C 10.0630 -0.0916 -1.8575 0.073 -0.941 1.075
C 8.9495 -1.2872 -2.0089 0.138 -0.914 0.840
C -1.5610 -2.4219 -2.0195 0.867 -0.046 -0.154
H -0.3916 0.8536 -2.8089 1.096 1.150 1.454
F -11.5635 -6.5534 2.6754 0.315 -0.038 0.334
C -9.2722 -3.5336 3.9739 1.159 1.227 -1.169
H -3.0920 4.7418 3.8814 -0.107 -0.554 0.069
H -0.5366 -4.3648 -1.1007 0.491 2.462 -0.899
H 8.8340 -1.9437 -4.1879 -1.486 1.371 1.521
C 16.0414 -4.2079 -3.1846 0.526 1.862 0.747
H 3.8069 2.8813 0.2298 -2.659 0.236 -0.758
H 16.2058 -5.2391 -5.0996 0.081 0.171 0.187
C 0.5830 -2.4059 -0.4484 1.127 -1.011 0.219
C -0.4883 1.2946 -0.5906 -3.074 -3.151 7.694
H -4.9192 3.0896 1.2700 0.065 0.135 0.114
C 1.6758 1.9345 -2.2537 -0.598 -0.852 2.807
F 11.3411 -3.1932 -2.8402 0.203 0.207 -0.235
F -2.4337 3.6072 1.9616 -0.457 -0.064 -0.194
H 9.6828 0.9806 -2.1301 0.740 -2.120 0.286
H -4.6388 1.3140 6.6734 -0.074 0.235 -0.068
C 7.2929 -0.1727 -5.6546 1.000 -0.620 0.244
F 14.3149 -5.2376 -4.4785 0.495 0.217 0.100
H 2.4382 -2.5456 -1.7378 -0.900 1.959 1.250
O 1.6415 -0.5518 -1.9802 1.880 0.972 0.434
F -3.8339 1.4500 0.9910 0.191 0.146 0.078
H 7.1727 -1.9457 -3.2984 1.586 1.453 -0.384
F -10.3943 0.6372 6.1156 0.056 0.011 -0.394
H -0.4773 2.6752 -2.3444 1.155 -2.202 0.574
H 15.2122 -1.0516 -3.2516 -0.179 -0.267 -0.178
H 0.4738 -3.4816 -2.4658 -1.628 0.243 1.892
H 15.0937 -2.1313 -1.9018 -0.237 -0.213 -0.240
C -11.4122 -7.7229 4.7036 -0.212 0.376 1.095
H -10.6788 -8.3047 1.4277 -0.292 -0.070 0.206
F -8.5761 -4.5436 3.3858 -0.568 -0.022 0.318
C 1.1034 2.0517 -4.8231 -1.665 1.760 -4.426
C -5.2312 1.4162 5.7591 0.297 -0.794 0.223
H -1.4228 0.3867 1.6422 1.074 1.663 -2.820
H 1.0372 -3.1943 0.3250 -0.723 1.818 -1.597
F 15.4138 -4.3130 -1.9892 0.599 -0.500 -0.450
O -4.0782 3.4904 5.0978 -1.426 -1.350 -0.465
C 0.0523 1.6373 -2.0753 -1.479 0.993 0.471
H 6.8007 -1.4711 -0.9908 2.466 0.077 0.657
C 14.9265 -2.0766 -2.9838 0.787 0.837 -0.039
F -6.4568 0.8694 5.9785 0.105 0.479 -0.075
H -1.2473 -1.8792 -3.0280 -1.043 -1.164 1.988
C 3.3792 2.3725 -4.1236 2.781 -1.627 -2.681
H 2.9459 0.5614 -0.7700 -1.054 0.750 -2.345
Cl 3.1996 2.0792 2.7762 -0.946 -0.003 -1.371
H 6.9259 0.7880 -6.2135 0.656 -1.947 1.102
H -1.5342 3.8186 -6.8285 1.626 -1.657 0.548
F -13.1830 -10.5756 4.3268 0.352 -0.258 -0.424
H -4.4983 11.1568 5.7298 0.165 0.010 -0.209
C 5.3318 3.7829 -2.0962 0.413 -2.427 -1.836
H 12.6478 -2.7595 -1.4090 0.126 0.122 -0.020
H -8.5287 0.1136 5.6805 -0.047 -0.059 -0.203
H -1.3328 1.9363 -6.8878 1.478 2.221 0.355
I 0.9268 -0.0722 -5.3320 -0.039 1.139 0.496
C -11.1353 -11.0225 3.1768 1.301 1.038 -1.226
F -9.7176 -1.4246 6.1216 -0.083 0.478 -0.106
H 2.6420 -1.4874 -0.1990 -1.057 0.485 -1.731
H -10.3918 -7.3754 4.8834 0.036 -0.022 -0.169
C -3.3381 2.9545 2.7579 0.394 0.107 0.865
C -5.3479 2.8854 5.3371 0.521 2.158 -0.405
F 17.3724 -4.2957 -2.9175 -0.590 -0.347 -0.430
C -2.9862 8.8224 2.8351 1.130 0.195 -0.015
F -13.0166 -8.1418 2.9924 0.437 0.106 0.308
C -10.8065 -8.7541 2.4205 0.462 0.033 -1.052
C 4.0492 -0.7026 -3.5887 2.150 -2.028 -2.088
C 12.6390 -3.1307 -2.4368 -0.697 -0.605 0.311
H 7.4797 1.9963 -2.8813 -1.694 -1.467 -0.565
N 1.9448 2.4526 -3.6591 0.157 1.590 -0.300
H -3.0550 9.2247 1.8176 -0.295 -0.120 0.250
C 8.1491 -1.3167 -3.4377 1.551 0.019 -0.244
F -10.3526 -4.9965 5.5225 0.559 0.258 -0.302
H 8.1771 -0.6837 -6.2606 -1.921 1.196 1.108
C 13.4450 -2.2272 -3.3617 0.585 -0.031 -1.001
F -4.6426 0.6674 4.7911 -0.081 0.388 0.289
H 10.3445 -0.0500 -0.6981 -0.489 -0.082 -2.508
C -8.9434 -1.2651 3.2176 0.470 0.077 -1.024
H 11.0217 -0.4383 -2.4383 -2.024 1.214 1.004
H -0.1275 4.0462 -4.7446 -0.319 -2.310 -0.237
F -6.0231 6.6275 2.5491 0.352 -0.181 0.080
F -12.2157 -12.4854 4.7254 0.373 0.245 -0.410
H 0.9078 3.7540 -1.0777 2.147 -1.407 -0.446
F -3.3053 12.0349 3.5347 -0.567 -0.396 0.418
F -5.3156 1.6281 2.5664 0.438 0.088 -0.414
F -5.6929 9.7867 4.9192 0.481 0.294 -0.106
O -11.3440 -10.0510 2.1531 -0.028 -0.530 1.832
H -7.9273 -1.3141 3.6263 -0.354 0.014 0.191
C -11.7177 -7.8045 3.2131 -0.742 -0.602 -0.616
O 3.7345 3.6806 -4.7687 1.213 -1.529 -3.087
H 9.5584 -2.3127 -1.9518 -1.430 2.402 -0.190
H 6.5142 0.3465 -2.3806 0.859 2.022 -1.548
H 2.6016 4.0813 -1.7623 -1.192 -2.128 0.669
F 13.3518 -2.6351 -4.6558 -0.137 -0.065 0.533
C -4.3995 2.3307 1.8603 -0.399 -0.560 -0.655
O 15.8399 -2.8984 -3.7137 -0.724 -1.607 0.716
C 6.8580 1.0803 -3.2577 1.659 -2.190 0.961
C -3.8726 3.9788 3.7706 0.421 0.911 0.497
N 4.5638 3.1097 -7.3377 -2.412 3.234 10.778
C -9.5491 -0.2339 5.5007 -0.157 0.475 1.025
F -11.5807 -8.9135 5.3245 -0.076 0.541 -0.147
C -1.0242 0.8940 0.6374 3.793 2.045 -8.427
C 7.9442 -1.3312 -0.6777 -0.522 1.088 -0.099
H -1.2065 2.4342 -4.4568 1.781 1.178 -0.955
C 1.9346 -1.6657 -1.1056 -0.369 -3.091 0.870
C -0.3209 2.9181 -5.0488 -0.202 -0.133 -0.223
H -5.0659 7.7391 1.2103 0.171 0.037 0.009
H -9.7904 -8.8030 2.8292 -0.363 0.009 0.188
H 1.6721 2.4849 -5.7945 -0.934 -1.123 2.447
H -1.7327 -1.5812 -1.2217 0.033 -1.689 -1.552
H 7.9832 -0.2839 -0.1070 -0.060 -2.231 -1.198
S 5.9262 5.3622 -2.4989 -2.138 -5.392 1.859
H 0.1646 3.1136 -7.3510 -1.895 -0.409 1.432
O 5.6536 1.4092 -4.0211 -1.577 1.029 1.598
H 8.9386 0.7658 -4.2697 -2.122 -1.530 0.304
C -0.7630 2.9525 -6.6404 -0.256 -0.616 0.203
F -12.2574 -6.8517 5.3185 -0.015 -0.076 -0.467
F -5.9245 11.9222 4.5612 0.572 -0.170 -0.285
H 1.0221 2.6283 1.7349 2.230 -1.455 -0.807
C 2.5939 0.5704 -1.9138 -0.841 -0.338 2.560
H 1.7736 1.0089 1.0135 0.682 2.307 0.681
N 5.0209 2.4756 -1.9888 0.589 7.722 -0.556
F -10.3169 -10.5093 4.1258 -0.320 -0.850 -0.216
C 2.6292 3.0770 0.1835 1.523 0.735 1.979
C -9.8546 -0.3156 4.0102 -0.703 -0.333 -0.687
H -8.8157 -0.8158 2.2249 -0.297 -0.069 0.211
H 1.7385 3.5001 -3.6076 0.390 -1.288 0.107
F 15.8385 -6.5449 -3.6349 0.170 0.570 0.173
C 7.9329 0.1531 -4.1441 -1.636 -0.374 -0.924
C -5.2482 7.7149 2.2876 -1.049 -0.115 -0.229
C -0.2568 -3.2991 -1.5468 0.299 0.640 0.096
C -3.9961 10.8667 3.6270 1.632 -0.382 -1.057
C -3.9434 7.6442 3.0712 0.336 0.468 1.055
F -10.4393 -12.0325 2.5887 -0.648 0.107 0.364
O -9.4809 -2.5620 2.9502 -0.014 -0.646 1.841
H 4.0081 -0.4584 -4.7589 -0.039 -0.238 2.524
C 2.0203 2.1116 1.3337 -1.720 0.572 -0.240
H -0.0694 -1.6782 0.1926 1.168 -1.259 -1.503
F -4.5906 10.6892 2.4233 0.032 0.642 0.600
F -2.6264 2.0016 3.4176 -0.239 -0.079 -0.288
H -11.1961 -4.5413 3.7713 0.250 0.091 -0.042
O -3.0130 9.8521 3.8258 -1.738 0.403 -0.460
C -10.5857 -4.0747 4.5504 -1.065 -0.050 0.294
H -13.0592 -12.0303 2.9741 0.239 0.072 -0.087
F -8.4538 -3.0203 4.9230 -0.285 -0.875 -0.221
F -4.1743 7.5149 4.4053 -0.163 -0.007 -0.535
H -4.7411 4.5315 3.3934 0.136 -0.386 0.002
C 4.2783 3.4637 -6.1195 0.362 -2.716 -6.018
C -12.4488 -11.5636 3.7533 -0.918 -0.226 0.452
H 8.2376 -2.1576 0.0968 -0.523 1.533 -1.617
F -5.9170 3.6089 6.3387 0.249 -0.820 -0.209
C 1.9570 3.2043 -1.2572 -0.336 1.950 0.246
F -11.1535 -0.6528 3.7896 0.401 0.054 0.305
F -9.7004 0.9355 3.4725 0.327 -0.185 0.411
F 13.0972 -4.4042 -2.4419 -0.418 0.523 -0.056
H 3.3901 -1.6556 -3.4716 0.783 2.280 0.379
```
Positions in Å, forces in eV/Å.

Net charge   +1
Spin multiplicity   1



HOMO-LUMO gap for the records above, in order: 7.212; 9.377; 8.345 eV
ΔE to the lowest compared entry with this formula, charge and spin for the records above, in order: 20.3; 79.6; 172.2 kcal per mole